13 unconnected molecules or ions with the total composition C77H176N8O13, computed with ωB97M-V/def2-TZVPD.

```
274
Properties=species:S:1:pos:R:3:mulliken_charge:R:1
O -7.165 -0.569 -2.548 -0.76
H 7.572 0.136 -1.452 0.45
H 3.236 4.976 4.278 0.05
O -4.562 -0.051 0.051 0.40
O -0.168 0.893 6.788 -0.34
H 2.963 0.056 3.259 -0.35
H -3.030 -3.652 -2.838 -1.37
C -0.857 -2.694 7.261 -1.37
H 2.885 -5.839 0.423 0.46
C -4.953 -3.372 -1.813 -0.56
H -1.425 1.499 0.477 0.33
H -0.169 0.370 -3.748 -0.71
C -2.670 6.282 -0.998 2.35
H -6.568 1.663 -0.859 0.41
H -7.691 -1.741 -0.648 0.47
C 4.305 -5.451 2.883 -1.67
O 6.778 -0.115 -4.283 -0.51
H 5.656 -3.100 -3.239 0.39
O 0.631 3.814 3.416 -0.16
C -4.013 -3.189 -3.013 0.83
C 1.011 -4.312 -3.461 -0.53
C 1.278 2.678 -4.981 -0.89
H -0.788 -2.777 -8.150 0.44
H 5.346 -5.294 0.346 0.57
H 5.278 3.959 7.033 0.46
H 6.014 -2.705 1.774 0.29
H -5.168 -4.424 -1.572 0.76
H -4.713 0.046 2.674 0.28
N 5.935 -0.495 -3.177 -0.04
H -3.969 0.705 -2.778 -0.25
O 1.259 4.964 0.943 -0.55
H 0.665 -5.230 -3.029 0.42
C -6.248 -2.613 -1.994 2.24
H 3.266 -5.102 -1.025 0.70
C -0.529 -2.829 -7.093 -1.11
C -1.730 -5.709 -1.064 -1.00
C -1.995 -2.877 6.348 0.38
N 3.249 2.416 4.618 0.92
H 4.062 -5.257 3.931 0.26
H 2.084 -4.385 -3.467 0.34
H -7.483 -3.485 -0.532 0.52
H -3.087 -3.822 -7.299 0.29
H 5.224 2.829 -2.675 0.52
O -0.997 2.756 -3.279 2.09
H 0.295 0.884 5.910 0.03
O 2.977 1.258 5.523 -0.52
C 0.011 -1.466 6.944 1.90
H 4.721 -0.367 -5.664 0.49
H 4.480 1.381 -0.681 0.18
H -1.436 5.453 5.567 0.46
H 5.127 -0.260 -0.453 0.11
H 5.725 -2.617 -4.959 0.50
H 1.850 -2.233 6.060 0.82
O -1.920 0.585 -1.813 0.07
H -5.735 1.490 2.743 0.47
H 2.768 -2.764 -0.187 -1.24
H 1.492 -0.315 8.007 0.29
C -3.124 4.104 -4.711 -1.85
H -3.826 3.246 -4.782 0.02
H -4.185 1.574 1.843 0.00
H -5.856 -2.422 -5.098 0.32
H 1.306 -3.741 -0.064 -0.43
C 4.750 0.476 -1.213 -1.66
C 1.235 5.176 -1.428 -1.34
C -2.850 -1.636 6.395 -1.69
H 0.436 -2.132 1.492 -0.86
H 2.882 -1.990 -2.808 -0.39
C -1.760 3.805 -5.284 1.77
H 1.347 -1.668 2.863 -0.60
C 5.727 0.777 -2.351 2.69
H 3.517 0.737 1.738 -0.21
C -5.005 0.937 2.138 -1.25
H -0.216 4.030 -0.207 -0.66
H 6.002 1.675 4.273 0.42
H -0.847 1.133 -7.229 0.32
H -3.532 4.973 -5.261 0.52
C -2.755 -2.716 1.838 -0.53
H -2.702 2.908 -7.007 0.32
H -2.400 4.970 0.688 -0.10
O 0.568 -3.972 -4.719 -0.39
C 1.301 -4.317 2.634 -1.41
C 1.474 -1.991 1.861 0.17
H -0.728 -1.606 -2.276 -0.48
H -2.830 -2.774 -5.892 -0.05
H 1.400 -4.221 3.736 0.09
H 2.319 5.464 -1.516 0.39
H 7.558 -0.611 -4.057 0.37
H 3.347 -1.441 -5.334 0.27
C -1.730 -0.316 4.363 0.43
H 0.695 -0.116 -5.314 0.33
H -4.000 0.981 6.183 0.21
H -3.328 -1.442 7.370 0.34
O -1.985 -3.639 1.134 1.26
H 0.140 4.764 6.130 0.29
C 3.963 1.922 3.422 1.70
N 3.567 -3.129 2.266 1.07
H 3.949 -1.934 3.627 0.12
H 1.239 -0.812 5.279 -0.81
C -5.054 -0.987 -3.527 2.29
H -1.312 -2.407 8.222 0.40
H 4.839 -3.584 -0.018 -0.05
H 5.758 0.700 2.891 0.34
N -1.843 -7.293 0.805 -0.72
H 0.815 1.801 -7.191 0.41
H -7.844 -2.683 -3.475 0.25
H -2.372 -2.563 2.838 -0.76
H -0.279 -5.640 0.564 -0.65
C -0.909 5.014 -4.974 -1.79
C -2.853 0.971 6.326 -1.70
H -2.158 -0.020 0.844 -1.36
C -2.078 -0.374 5.930 1.32
H 0.224 -4.258 2.304 -0.06
H 3.082 4.938 6.762 0.48
C 3.048 0.959 2.679 0.35
C 3.964 -0.612 -4.889 -1.18
C 2.939 3.890 6.556 -1.15
H 6.755 -4.241 2.259 0.42
H 4.260 -2.027 -1.741 -0.51
C -0.839 -1.455 -1.225 1.26
H 1.374 2.876 -3.894 -0.35
H 0.135 3.942 -7.283 0.44
H 1.320 2.417 0.680 -0.81
H -0.880 -6.111 -1.601 0.42
H 7.723 1.677 -2.289 0.44
H -1.823 3.150 2.648 0.02
H -5.049 -1.092 -5.747 0.47
C -0.202 1.934 -6.860 -1.17
H -2.677 -3.713 6.588 0.42
C -0.072 1.911 -5.290 1.17
H 5.921 -3.228 3.506 0.31
C 7.075 1.060 -1.685 -2.00
C 4.999 4.291 3.370 -1.33
O 3.575 -2.774 3.607 -0.47
H 1.278 3.259 3.807 -0.46
H -7.028 2.235 0.576 0.55
C -7.073 -3.350 -3.057 -1.59
H -3.275 -5.280 1.026 0.50
H 5.828 2.154 -4.137 0.36
C 2.184 -3.303 1.822 3.72
H -1.374 -8.008 0.296 0.29
H 1.294 2.249 -1.139 -0.04
H 5.325 2.331 6.926 0.34
C 3.197 -4.914 0.013 -1.26
H -5.567 1.064 -3.441 0.56
H -3.096 8.422 -0.513 0.32
H -2.674 1.094 7.359 0.64
H -1.354 5.968 -5.210 0.51
H -1.396 -4.614 -4.125 0.02
H 4.202 -3.182 -4.330 0.17
H -4.106 4.998 -0.803 0.26
H -3.090 -1.561 -4.060 -0.33
C -1.958 3.670 -6.786 -1.42
H 0.684 -3.507 -2.788 0.08
H -2.601 -1.776 1.314 -0.14
H 1.459 -2.073 8.446 0.45
N -1.277 2.524 -4.703 0.39
H -1.429 6.443 0.819 0.56
C -2.598 7.742 -1.278 -1.74
H -1.079 -4.935 -6.669 0.46
H -6.256 -2.401 0.182 0.07
H 3.071 3.392 7.577 0.39
C 0.888 -1.190 8.174 -2.29
H -4.458 -2.893 -0.896 -0.97
H 4.182 1.790 -3.600 0.15
C 0.950 -1.723 5.708 0.18
H -0.768 5.059 -3.923 0.15
H 5.113 5.139 2.741 0.50
H -1.750 -4.628 -1.311 -0.43
C -0.135 0.404 -4.819 -0.65
C 5.203 1.932 -3.259 -1.73
C -2.229 -5.039 1.351 -1.58
H 1.944 3.671 6.196 -0.52
H -5.413 2.686 -0.033 0.21
H 0.004 5.884 4.649 0.31
C 4.247 4.602 4.617 -1.34
C 4.576 -4.199 2.069 1.52
C -4.685 0.466 -3.563 -1.39
H 2.017 -1.241 1.337 -0.02
C -0.461 5.089 5.239 -1.60
C -5.686 -1.398 -4.891 -2.04
H -3.039 8.151 -2.176 0.45
H -3.677 -1.808 5.745 0.50
C -0.653 3.238 -7.465 -0.94
H 2.613 2.895 -0.419 0.37
H -2.286 1.785 5.931 0.12
C 5.266 1.117 3.748 -1.74
H -1.879 4.874 2.788 0.29
H -1.464 2.039 -2.808 -0.45
H -0.838 -1.868 -6.716 0.13
H -0.216 -3.584 7.488 0.35
H -2.301 4.620 -7.195 0.47
H -2.006 -5.274 2.412 0.30
H -1.707 -3.067 5.280 -0.39
H -0.808 3.097 -8.532 0.45
C 5.273 3.168 6.238 -1.72
C -6.139 1.877 0.086 -1.78
H -6.470 -0.114 0.824 0.38
C -1.365 -5.939 0.421 1.76
H 4.960 0.317 4.391 0.40
H -3.415 -1.311 -2.391 -1.05
H -6.521 -3.640 -3.943 0.36
H -7.537 -4.260 -2.708 0.44
H 0.125 0.327 -1.246 -1.34
H 5.207 -6.080 3.030 0.42
H -4.306 0.803 -4.509 0.72
N -5.932 -1.227 -2.359 1.15
H -4.312 -3.803 -3.867 0.61
C 3.951 3.431 5.456 1.87
C 3.811 -1.386 -2.480 -0.02
C 2.285 -3.648 0.350 0.39
H -2.671 3.910 3.993 0.64
H 3.795 0.860 5.797 0.22
C -1.765 3.969 3.416 -1.43
N -2.720 -3.722 -6.294 -0.41
C 4.588 -4.540 0.516 -1.06
C -3.804 -1.747 -3.276 -0.02
C -0.932 0.051 -0.953 3.10
C -0.858 -3.796 -4.808 1.15
H 1.133 4.473 1.741 0.05
C 5.118 -2.658 -4.046 -2.00
H 1.264 3.634 -5.465 0.39
H 3.319 0.305 -4.752 -0.19
C 0.892 4.231 -0.298 2.30
O -3.970 5.774 -1.318 -0.60
C 4.290 3.174 2.599 -0.44
H -1.915 5.784 -1.592 -0.73
H -2.780 0.391 -1.426 -1.47
H 3.345 3.473 2.078 -0.09
C -1.237 0.434 0.477 0.55
H 1.529 -5.350 2.337 0.30
H -4.960 -0.470 -0.728 -0.90
H -2.531 0.134 3.840 0.97
H -0.454 0.331 1.238 -0.48
N -0.885 -0.312 6.846 0.16
C 1.546 2.864 -0.302 0.29
H -3.101 4.351 -3.643 0.23
H 2.080 1.435 2.596 -0.42
H 2.183 2.138 -5.279 0.55
H -1.013 -0.020 -5.354 0.01
H -0.016 4.940 -5.553 0.41
H -3.812 -2.887 1.889 0.58
C -2.385 6.064 0.492 -1.34
H -3.291 6.512 1.095 0.28
H 2.832 0.455 -2.422 -0.91
H 6.943 1.619 -0.758 0.27
H 3.551 -6.140 2.448 0.30
H -0.018 -1.956 -0.743 0.24
H 0.966 4.776 -2.358 0.00
C -1.245 -3.913 -6.313 -0.05
H 6.186 3.216 5.615 0.38
H 5.980 3.906 3.584 0.44
H 0.527 -2.885 -6.931 0.28
H -1.173 -2.761 -4.471 -0.95
H -0.891 0.354 4.259 -0.24
H 0.849 6.186 -1.226 0.33
H -1.399 -1.249 3.974 -1.16
H -0.574 2.943 4.809 -1.53
H 5.053 2.784 1.904 0.13
H 4.631 5.431 5.205 0.58
C 4.728 -1.215 -3.678 2.06
H -1.630 -7.519 1.803 0.28
H -6.597 -0.797 -5.099 0.49
C 3.443 -0.155 -1.711 1.90
H -7.540 -0.831 -3.417 0.34
H -1.555 8.114 -1.218 0.33
H -1.778 -1.936 -0.830 -1.83
C 5.895 -3.550 2.401 -1.84
C -5.619 0.604 0.824 0.95
H -2.659 -6.207 -1.343 0.36
H 0.218 -0.949 8.972 0.56
H 0.452 -2.286 4.915 -0.60
C -6.996 -2.540 -0.649 -1.84
C -0.533 3.903 4.294 2.74
H 2.830 -0.390 -0.892 -0.14
```

Values from the calculation:
maximum force: 3.392 eV/A
orbital gap: 8.82 eV
LUMO energy: 0.5 eV
total charge: 0